Entry 1:
Computed, not measured: a structure of composition C17H12N3O4S4SbSe2W, with ωB97M-V with the def2-TZVPD basis set.

Last column: natural (NBO) charge in e.
Atoms and positions in Å:
W 1.38 0.58 -0.42  1.0624
Se 0.66 -1.52 -1.95  0.1663
Se 2.43 0.97 -2.92  0.1878
C 0.69 1.61 -3.12  0.0641
C 0.12 2.19 -4.25  -0.2592
C -1.19 2.62 -4.17  -0.1248
C -1.90 2.48 -2.98  -0.2631
C -1.27 1.90 -1.90  0.0690
N 0.00 1.47 -1.98  -0.5319
C 2.28 -1.99 -1.14  0.0733
C 2.80 -3.28 -1.04  -0.2615
C 4.04 -3.43 -0.46  -0.1121
C 4.75 -2.30 -0.04  -0.2626
C 4.16 -1.07 -0.14  0.0796
N 2.93 -0.92 -0.66  -0.5571
H 0.71 2.29 -5.15  0.2389
H -1.66 3.08 -5.03  0.2298
H -2.92 2.81 -2.88  0.2354
H -1.75 1.79 -0.94  0.2276
H 2.22 -4.12 -1.41  0.2421
H 4.46 -4.42 -0.33  0.2315
H 5.74 -2.38 0.38  0.2409
H 4.64 -0.16 0.20  0.2480
S 3.73 4.00 2.76  -0.7227
Sb 1.97 2.91 1.90  1.3477
S 2.47 0.55 1.81  -0.4438
S 2.20 2.83 -0.52  -0.2252
S -0.06 3.60 2.67  -0.7552
O -0.18 1.23 0.59  -0.6686
C -0.50 0.06 1.00  0.8028
O 0.33 -0.81 0.68  -0.6271
C -1.76 -0.19 1.69  -0.2006
C -2.47 0.88 2.21  -0.1131
C -3.68 0.64 2.84  -0.2080
C -4.18 -0.65 2.92  -0.1729
C -3.45 -1.69 2.39  0.0805
C -2.23 -1.50 1.78  -0.1477
N -3.99 -3.07 2.47  0.5234
O -3.39 -3.93 1.87  -0.3671
O -5.02 -3.22 3.09  -0.3650
H -2.03 1.88 2.16  0.2797
H -4.24 1.47 3.27  0.2351
H -5.13 -0.86 3.40  0.2562
H -1.67 -2.32 1.36  0.2672

Summary:
Strongest force on any atom ... 5.0 eV/Å
HOMO level (spin up / spin down) ... -7.53 / -7.53 eV
Gap between HOMO and LUMO (spin up / spin down) ... 4.852 / 4.853 eV
Electronic energy ... -212879.930 eV
Relative energy (zero: lowest compared OMol25 entry of this formula, charge and spin) ... 1.052 eV



Entry 2:
Computed, not measured: a structure of composition C17H13BrEuF6I2N4O6S4, with ωB97M-V with the def2-TZVPD basis set.

Last column: natural (NBO) charge in e.
Atoms and positions in Å:
Eu -0.46 0.28 -0.10  1.7568
Br 2.94 -2.60 -0.65  0.0924
C 2.19 -2.44 1.08  0.1787
C 2.65 -3.28 2.09  -0.2662
C 2.07 -3.17 3.33  -0.1333
C 1.09 -2.20 3.55  -0.2243
C 0.75 -1.38 2.49  0.1128
N 1.26 -1.53 1.25  -0.5089
C -0.19 -0.19 2.67  0.7240
O -1.20 -0.26 3.33  -0.5664
O 0.19 0.82 1.92  -0.8006
H 3.43 -3.99 1.88  0.2504
H 2.40 -3.81 4.14  0.2402
H 0.62 -2.05 4.51  0.2549
C -2.37 -2.73 1.66  -0.6709
C -1.60 -3.08 0.44  0.0974
N -1.05 -2.21 -0.37  -0.5321
C -0.49 -2.82 -1.47  0.1065
C -0.56 -4.18 -1.46  -0.4137
S -1.39 -4.70 -0.06  0.5220
C 0.02 -2.02 -2.59  0.1027
C 0.10 -2.49 -3.86  -0.4217
S 0.69 -1.27 -4.89  0.5374
C 0.76 -0.18 -3.58  0.0975
N 0.40 -0.70 -2.42  -0.5324
C 1.18 1.22 -3.85  -0.6643
H -2.50 -1.65 1.75  0.2514
H -1.86 -3.07 2.56  0.2541
H -3.36 -3.20 1.63  0.2528
H -0.17 -4.87 -2.18  0.2593
H -0.19 -3.47 -4.23  0.2595
H 1.67 1.29 -4.82  0.2443
H 1.87 1.60 -3.11  0.2317
H 0.30 1.88 -3.87  0.2600
I 3.73 0.56 2.87  0.1935
C 3.73 1.91 1.26  -0.7125
I 2.56 1.47 -0.47  0.2520
H 4.75 1.96 0.88  0.2396
H 3.41 2.88 1.62  0.2406
F -2.37 4.66 0.23  -0.2836
C -1.29 4.19 -0.36  0.7557
F -0.54 3.54 0.53  -0.2893
F -0.57 5.18 -0.87  -0.2849
S -1.77 3.04 -1.77  2.2353
O -0.76 1.96 -1.66  -0.9983
O -1.77 3.82 -2.95  -0.8418
N -3.21 2.47 -1.40  -1.1555
S -3.23 1.11 -0.65  2.1789
O -2.51 1.17 0.65  -0.9335
O -2.73 -0.03 -1.40  -0.9024
C -5.03 0.86 -0.32  0.7944
F -5.46 1.80 0.49  -0.2752
F -5.68 0.89 -1.46  -0.2761
F -5.16 -0.33 0.25  -0.2895

Summary:
2S+1 ... 7
Strongest force on any atom ... 1.8 eV/Å
<S²> ... 12.010
HOMO level (spin up / spin down) ... -11.72 / -11.72 eV
Gap between HOMO and LUMO (spin up / spin down) ... 7.248 / 8.850 eV
Total charge ... +1
Electronic energy ... -201301.227 eV
Relative energy (zero: lowest compared OMol25 entry of this formula, charge and spin) ... 0.000 eV



Entry 3:
Computed, not measured: a structure of composition C17H13CaN4OS2, with ωB97M-V with the def2-TZVPD basis set.

Last column: natural (NBO) charge in e.
Atoms and positions in Å:
Ca 0.07 -0.33 -1.72  1.7563
O -0.22 -2.11 -2.60  -0.7493
N 0.83 -2.90 -2.62  0.0049
C 0.63 -4.22 -2.57  0.0293
C 1.66 -5.12 -2.53  -0.2721
C 2.97 -4.64 -2.54  -0.1656
C 3.18 -3.28 -2.63  -0.2306
C 2.09 -2.39 -2.67  0.0199
S 2.36 -0.71 -2.83  -0.4210
H -0.41 -4.52 -2.56  0.2310
H 1.45 -6.18 -2.48  0.2304
H 3.81 -5.32 -2.49  0.2239
H 4.16 -2.85 -2.65  0.2405
N -0.98 1.91 1.79  -0.6126
C -0.64 1.32 3.00  0.2236
C -0.99 1.94 4.19  -0.2563
C -0.67 1.38 5.41  -0.2085
C 0.02 0.18 5.47  -0.2342
C 0.39 -0.45 4.29  -0.1948
C 0.06 0.11 3.07  -0.2587
S 0.53 -0.71 1.57  0.4485
N -0.05 0.28 0.33  -0.9264
C -0.70 1.42 0.52  0.3654
C -1.12 2.15 -0.62  0.0520
C -1.82 3.38 -0.58  -0.2273
C -2.19 4.02 -1.73  -0.1835
C -1.86 3.44 -2.98  -0.3305
C -1.18 2.25 -2.96  0.0660
N -0.82 1.60 -1.86  -0.6828
H -1.47 2.78 1.86  0.3993
H -1.53 2.88 4.16  0.2033
H -0.96 1.88 6.32  0.2140
H 0.28 -0.27 6.42  0.2149
H 0.93 -1.38 4.31  0.2161
H -2.08 3.83 0.37  0.1938
H -2.73 4.95 -1.70  0.2141
H -2.13 3.92 -3.90  0.2190
H -0.89 1.76 -3.89  0.1882

Summary:
2S+1 ... 2
Strongest force on any atom ... 2.4 eV/Å
<S²> ... 0.763
HOMO level (spin up / spin down) ... -5.43 / -7.01 eV
Gap between HOMO and LUMO (spin up / spin down) ... 5.897 / 7.099 eV
Electronic energy ... -65957.086 eV
Relative energy (zero: lowest compared OMol25 entry of this formula, charge and spin) ... 0.967 eV



Entry 4:
Computed, not measured: a structure of composition C17H13N4O4SSn, with ωB97M-V with the def2-TZVPD basis set.

Last column: natural (NBO) charge in e.
Atoms and positions in Å:
Sn 1.48 0.00 -0.45  1.3787
C -0.51 -4.95 -1.71  -0.2511
C 0.35 -4.60 -0.69  -0.1848
C 0.32 -3.33 -0.14  -0.2618
C -0.58 -2.38 -0.61  0.2277
C -1.44 -2.73 -1.66  -0.2777
C -1.41 -4.01 -2.19  -0.2170
N -0.55 -1.06 -0.09  -0.7261
C -1.69 -0.47 0.28  0.2236
C -2.93 -1.17 0.49  -0.2826
C -4.05 -0.53 0.96  -0.1676
C -4.07 0.85 1.24  -0.3026
C -2.91 1.55 1.05  -0.1721
C -1.75 0.92 0.57  0.0286
N -0.57 1.63 0.36  -0.1573
N -0.58 2.87 0.50  -0.2498
C 0.72 3.43 0.32  0.3084
C 0.81 4.81 0.17  -0.2523
C 2.07 5.36 0.02  -0.1690
C 3.18 4.51 0.04  -0.2745
C 2.98 3.15 0.19  0.0651
N 1.76 2.63 0.33  -0.4593
H -0.49 -5.95 -2.13  0.1999
H 1.08 -5.31 -0.31  0.2083
H 1.01 -3.04 0.64  0.2597
H -2.12 -1.99 -2.06  0.2112
H -2.08 -4.26 -3.00  0.1993
H -2.96 -2.23 0.32  0.2210
H -4.94 -1.12 1.12  0.2002
H -4.96 1.32 1.62  0.2025
H -2.85 2.61 1.26  0.2220
H -0.09 5.41 0.17  0.2234
H 2.19 6.42 -0.10  0.2085
H 4.19 4.90 -0.06  0.2159
H 3.80 2.44 0.21  0.2508
O 4.45 -1.89 1.60  -0.9781
S 3.62 -1.18 0.69  2.5422
O 3.44 -1.78 -0.65  -1.0354
O 3.94 0.26 0.51  -1.0680
O 2.13 -1.09 1.22  -1.1105

Summary:
Strongest force on any atom ... 0.9 eV/Å
HOMO level ... -4.52 eV
Gap between HOMO and LUMO ... 6.243 eV
Total charge ... -1
Electronic energy ... -48659.455 eV



Entry 5:
Computed, not measured: a structure of composition C17H14BrN2O2PtS, with ωB97M-V with the def2-TZVPD basis set.

Last column: natural (NBO) charge in e.
Atoms and positions in Å:
Pt -2.31 -0.23 -1.22  0.5891
O -0.17 -0.41 -4.77  -0.6983
C 0.68 0.64 -4.74  0.4135
C 1.63 0.75 -5.75  -0.2962
C 2.52 1.81 -5.76  -0.1843
C 2.48 2.78 -4.77  -0.2654
C 1.53 2.66 -3.76  -0.1818
C 0.64 1.60 -3.72  -0.1816
C -0.32 1.47 -2.56  0.2447
O -1.47 0.80 -2.87  -0.8345
N 0.43 0.73 -1.49  -0.4255
N -0.33 0.19 -0.52  -0.2800
C 0.16 -0.01 0.65  0.0145
C -0.48 -0.69 1.77  -0.1340
Br -2.11 -1.58 1.44  0.1343
C 0.14 -0.70 2.97  -0.1572
C -0.20 -1.28 4.27  -0.1084
C 0.87 -1.57 5.13  -0.1330
C 0.65 -2.12 6.38  -0.2157
C -0.65 -2.38 6.80  -0.1989
C -1.72 -2.08 5.97  -0.2053
C -1.50 -1.54 4.71  -0.1859
H -0.84 -0.23 -4.07  0.5102
H 1.64 0.00 -6.53  0.2205
H 3.25 1.88 -6.55  0.2104
H 3.16 3.61 -4.78  0.2106
H 1.46 3.42 -2.99  0.2009
H -0.54 2.48 -2.18  0.1388
H 1.28 1.17 -1.17  0.3626
H 1.18 0.33 0.86  0.1849
H 1.10 -0.19 2.97  0.2132
H 1.88 -1.37 4.80  0.2031
H 1.49 -2.35 7.02  0.2162
H -0.83 -2.80 7.78  0.2175
H -2.73 -2.26 6.30  0.2183
H -2.35 -1.29 4.09  0.2248
S -5.54 -0.70 -2.05  0.2066
C -4.07 -0.53 -1.66  -0.2488

Summary:
2S+1 ... 2
Strongest force on any atom ... 0.5 eV/Å
<S²> ... 0.754
HOMO level (spin up / spin down) ... -7.47 / -8.02 eV
Gap between HOMO and LUMO (spin up / spin down) ... 6.660 / 7.211 eV
Electronic energy ... -109052.766 eV
Relative energy (zero: lowest compared OMol25 entry of this formula, charge and spin) ... 0.000 eV



Entry 6:
Computed, not measured: a cluster of 2 separate species, C17H14Cl2N2O3 in total, with ωB97M-V with the def2-TZVPD basis set.

Last column: natural (NBO) charge in e.
Atoms and positions in Å:
Cl 4.53 3.82 -1.18  0.0774
C 2.84 3.59 -1.18  -0.0698
C 2.01 4.66 -1.18  -0.2580
C 0.58 4.49 -1.18  0.4469
O -0.18 5.44 -1.16  -0.4715
C 0.07 3.12 -1.20  -0.0819
Cl -1.61 2.89 -1.19  0.0723
C 0.90 2.05 -1.21  -0.2334
C 2.34 2.22 -1.19  0.4508
O 3.10 1.27 -1.20  -0.4554
H 2.42 5.65 -1.17  0.2460
H 0.50 1.05 -1.21  0.2614
C -2.80 -4.32 -3.09  -0.2509
O -1.45 -3.96 -2.87  -0.4960
C -1.21 -3.20 -1.71  0.3044
C 0.11 -2.83 -1.46  -0.2352
C 0.46 -2.09 -0.35  -0.2238
C -0.51 -1.70 0.56  0.2043
N -0.14 -0.89 1.71  -0.4299
C 0.64 0.20 1.74  0.0992
N 0.66 0.73 2.97  -0.3992
C 1.38 1.92 3.41  -0.3883
C -0.17 -0.07 3.79  -0.0950
C -0.65 -1.07 3.02  -0.0966
C -1.83 -2.06 0.33  -0.2188
C -2.18 -2.79 -0.79  -0.3003
H -2.84 -4.92 -4.00  0.2014
H -3.17 -4.92 -2.26  0.1739
H -3.41 -3.43 -3.22  0.1744
H 0.85 -3.14 -2.17  0.2278
H 1.48 -1.81 -0.18  0.2436
H 1.86 2.40 2.56  0.2290
H 0.70 2.63 3.87  0.2034
H 2.14 1.65 4.13  0.2038
H -0.37 0.10 4.83  0.2198
H -1.30 -1.87 3.33  0.2234
H -2.57 -1.75 1.04  0.2189
H -3.21 -3.05 -0.95  0.2217

Summary:
Strongest force on any atom ... 3.6 eV/Å
HOMO level ... -8.26 eV
Gap between HOMO and LUMO ... 6.495 eV
Electronic energy ... -52020.689 eV
Relative energy (zero: lowest compared OMol25 entry of this formula, charge and spin) ... 0.069 eV



Entry 7:
Computed, not measured: a structure of composition C17H14Cl2O2Pd, with ωB97M-V with the def2-TZVPD basis set.

Last column: Löwdin charge in e.
Atoms and positions in Å:
C -1.17 3.33 0.51  -0.2433
C -1.88 2.94 -0.68  -0.2713
C -0.93 2.45 -1.65  -0.1804
H -2.96 2.96 -0.76  0.0798
C 0.37 2.55 -1.03  -0.2210
C 0.22 3.11 0.27  -0.2237
H 1.01 3.36 0.97  0.0899
H -1.60 3.70 1.44  0.0993
H -1.17 2.09 -2.65  0.1097
H 1.33 2.29 -1.47  0.1015
Pd -0.84 1.35 0.11  0.9256
Cl -3.31 0.72 1.09  -0.4384
C -3.64 -1.95 -2.38  -0.2215
C -2.57 -1.89 -3.33  -0.2342
C -2.80 -0.77 -4.19  -0.2500
H -1.74 -2.59 -3.40  0.0357
C -4.01 -0.14 -3.77  -0.2411
C -4.53 -0.87 -2.66  -0.2252
H -5.46 -0.65 -2.13  0.0444
H -3.77 -2.70 -1.61  0.0450
H -2.18 -0.47 -5.02  0.0306
H -4.48 0.73 -4.24  0.0325
Cl 5.69 -3.73 3.89  0.6453
C 4.54 -2.64 3.30  -0.7392
C 4.46 -1.34 3.84  -0.1165
C 3.51 -0.45 3.33  -0.0277
C 2.67 -0.79 2.26  -0.1383
C 2.71 -2.10 1.79  -0.0139
C 3.64 -3.03 2.28  -0.1068
C 1.78 0.26 1.66  -0.6077
O 2.14 1.43 1.91  -0.0343
O 0.78 -0.19 0.96  -0.1208
H 5.15 -1.04 4.63  0.0922
H 3.39 0.52 3.80  0.1109
H 1.98 -2.40 1.04  0.1178
H 3.66 -4.05 1.91  0.0951

Summary:
2S+1 ... 3
Strongest force on any atom ... 8.0 eV/Å
<S²> ... 2.005
HOMO level (spin up / spin down) ... -0.19 / -0.19 eV
Gap between HOMO and LUMO (spin up / spin down) ... 4.023 / 4.022 eV
Total charge ... -2
Electronic energy ... -50473.890 eV



Entry 8:
Computed, not measured: a structure of composition C17H14Cl4N2O5S2Y, with ωB97M-V with the def2-TZVPD basis set.

Last column: natural (NBO) charge in e.
Atoms and positions in Å:
Y -0.14 -0.68 -1.70  1.8120
Cl -2.10 1.51 -1.61  0.0560
C -3.14 1.21 -0.22  -0.0360
C -3.78 2.32 0.29  -0.2145
C -4.60 2.18 1.40  -0.2248
C -4.73 0.93 1.98  -0.2619
C -4.07 -0.16 1.44  0.0564
Cl -4.26 -1.69 2.26  -0.0227
C -3.25 -0.08 0.30  -0.2270
S -2.49 -1.50 -0.38  -0.3529
H -3.63 3.29 -0.17  0.2267
H -5.11 3.03 1.82  0.2154
H -5.35 0.78 2.86  0.2224
O 4.76 2.10 1.31  -0.5223
C 3.79 1.72 0.71  0.3798
C 3.74 1.29 -0.75  0.3711
O 4.64 1.38 -1.56  -0.5684
C 2.40 0.76 -0.93  0.2360
C 1.60 0.94 0.21  0.2480
O 0.37 0.58 0.22  -0.8111
C 2.40 1.51 1.30  0.3683
O 2.09 1.71 2.45  -0.5815
O 1.91 0.19 -1.99  -0.8424
C -0.58 -1.80 -3.79  -1.4021
H -1.35 -1.25 -4.36  0.2154
H -0.97 -2.82 -3.66  0.2191
H 0.28 -1.90 -4.46  0.2031
Cl 1.88 1.66 -6.30  -0.0413
C 1.60 1.07 -4.66  -0.3635
Cl 0.04 1.67 -4.02  0.0045
H 2.39 1.41 -4.00  0.2555
H 1.54 -0.01 -4.67  0.2391
C 2.95 -1.67 2.36  -0.4172
N 1.50 -1.67 2.39  -0.3491
C 0.74 -1.20 3.46  -0.0577
C -0.56 -1.33 3.11  -0.0667
N -0.58 -1.89 1.85  -0.5372
C 0.67 -2.07 1.40  0.3120
S 1.11 -2.69 -0.13  -0.3298
H 3.32 -0.68 2.58  0.2329
H 3.26 -1.97 1.36  0.2486
H 3.33 -2.38 3.09  0.1997
H 1.20 -0.77 4.33  0.2316
H -1.46 -1.06 3.63  0.2315
H -1.38 -1.98 1.23  0.4452

Summary:
Strongest force on any atom ... 1.0 eV/Å
HOMO level ... -4.91 eV
Gap between HOMO and LUMO ... 7.294 eV
Total charge ... -1
Electronic energy ... -103883.117 eV
Relative energy (zero: lowest compared OMol25 entry of this formula, charge and spin) ... 0.076 eV